The following is a DFT calculation (ωB97M-V/def2-TZVPD) of a cluster of 4 separate species, C12H23BCl6O6 in total in a non-equilibrium geometry.

Structure (XYZ):
```
48
Properties=species:S:1:pos:R:3:forces:R:3:nbo_charge:R:1
H -5.08301 -4.56045 1.44345 0.0 0.5 0.8 0.4971
C 0.28080 4.98679 -0.10086 -0.1 0.1 -0.1 -0.3849
Cl 1.84866 4.27719 -2.23044 0.1 0.0 0.0 -0.0642
C 3.28085 -0.22361 -1.41785 -0.1 0.2 -0.3 -0.3901
H -4.44432 -3.15630 -0.07774 0.5 1.7 -0.1 0.1788
Cl 0.70943 0.26526 -0.61052 -0.1 0.0 0.0 -0.0706
H 2.25868 1.63705 -1.71047 0.1 -0.1 0.0 0.2331
H -1.78331 -3.73882 3.23580 -0.1 -1.0 -0.5 0.4914
O 0.20768 -3.00604 -1.00944 -1.7 -1.3 -1.8 -0.6940
C 4.72094 3.63331 2.15616 0.1 0.0 0.1 -0.3896
Cl 1.18253 4.05324 1.12280 -0.3 -0.1 0.0 -0.0617
H 4.23251 0.20459 -1.73714 -0.1 0.0 0.1 0.2299
H 5.18352 4.33680 2.85070 0.0 -0.1 -0.1 0.2233
H -1.84517 -2.59699 0.98057 -1.2 0.5 0.8 0.2491
C -4.19599 0.14935 -0.02872 1.6 1.1 1.0 0.6350
H -2.33094 -4.23629 -0.59249 0.3 1.0 -1.1 0.2286
B -3.40828 -3.74055 2.20003 0.4 -0.4 0.4 1.1718
O -4.79281 -4.13832 2.27872 2.3 -0.3 -0.9 -0.9285
C 2.35252 0.87403 -0.93990 0.1 0.0 -0.1 -0.4063
O -3.05945 0.50017 0.31006 -2.9 -1.5 -1.0 -0.5658
C -2.91196 -2.42902 1.34523 -0.5 -0.4 -0.7 -0.8450
O -0.38314 -3.79238 -3.11586 -0.6 0.8 3.3 -0.5920
H -2.79509 -4.17204 -2.34850 1.0 1.0 1.1 0.2458
O -4.77473 -1.11556 0.16372 1.4 1.8 -1.2 -0.5258
C -3.81936 -2.19634 0.01603 1.0 -1.5 0.5 0.1255
H 2.72118 1.35004 -0.03637 -0.2 -0.1 -0.1 0.2425
H -4.86480 0.95228 -0.50133 0.2 -1.6 0.7 0.1431
C 5.65838 2.46415 1.91750 0.1 0.2 0.1 -0.3903
H -0.10739 3.27126 -1.36835 0.1 0.1 0.1 0.2360
H -2.11110 -1.35521 -1.28344 -1.3 -0.8 0.1 0.2462
H -3.59967 -1.99039 -2.25445 0.9 0.2 1.5 0.2281
H 5.94979 2.02609 2.87375 -0.1 0.1 0.0 0.2229
Cl 4.90641 1.15433 0.96935 0.5 0.3 0.4 -0.0598
H -0.42335 4.83915 -2.12188 0.1 0.0 0.1 0.2235
H 6.56362 2.77907 1.39665 -0.2 0.0 0.0 0.2236
C -0.72925 -3.48797 -1.96244 0.5 -0.2 -1.7 0.7907
H 3.77199 3.30547 2.58434 0.1 0.0 -0.1 0.2228
C -2.25068 -3.58450 -1.52846 0.2 -0.2 0.2 -0.5134
H 2.85036 -0.76446 -2.26194 0.0 0.0 0.1 0.2223
O -2.37361 -4.45848 2.91133 -1.9 2.1 -0.2 -0.8988
C 0.24671 4.30021 -1.44976 -0.3 0.0 0.1 -0.3915
H 0.73319 5.97724 -0.16987 0.1 -0.2 0.0 0.2231
C -2.94362 -2.12654 -1.32223 0.2 -1.0 -0.1 -0.4430
H -0.73505 5.10175 0.28120 0.1 -0.1 -0.1 0.2259
Cl 3.65628 -1.41072 -0.13898 -0.2 -0.3 -0.1 -0.0636
Cl 4.36543 4.54947 0.66867 0.3 -0.1 0.0 -0.0535
H 1.07708 -3.16161 -1.44066 -0.5 0.3 0.3 0.5018
H -2.99246 -1.54567 2.05405 0.3 -0.8 -1.1 0.2705
```
Positions in Å, forces in eV/Å.

Values from the calculation:
HOMO   -10.27 eV
E_LUMO   0.015 Ha
E   -100914.791 eV
Structure (SMILES)   O=CO[C@@H](CCC(=O)O)CB(O)O.ClCCCl.ClCCCl.ClCCCl